Entry 1:
This record from OMol25 describes a molecular structure, C21H54F9N9O12P3S3Zr. The level of theory is ωB97M-V/def2-TZVPD.

The geometry in XYZ format:
```
112
Properties=species:S:1:pos:R:3
Zr 0.627 0.925 -0.272
S 0.325 1.288 2.633
S 2.246 3.298 -0.976
S 0.936 0.009 -3.035
P -2.667 2.537 -0.381
P -1.189 -2.294 -0.576
P 3.338 -1.126 1.242
F 2.892 0.634 -4.815
F 0.705 0.730 -5.570
F 1.608 5.009 1.074
F 3.104 5.867 -0.369
F -0.447 3.414 4.005
F 3.684 4.367 1.127
F -2.152 2.565 2.738
F 1.610 2.257 -4.348
F -1.379 1.533 4.649
O 1.296 0.716 3.573
O -0.476 -0.977 -0.431
O -1.443 1.699 -0.121
O 1.871 0.010 -1.936
O -0.110 0.764 -2.337
O -0.227 0.286 1.715
O 0.839 2.952 -1.097
O 0.791 2.133 1.527
O 2.930 3.580 -2.256
O 0.551 -1.345 -3.442
O 2.535 2.009 -0.408
O 2.113 -0.400 0.662
N -0.141 -3.679 -0.364
N -4.172 1.756 0.151
N 2.931 -2.028 2.690
N -1.900 -2.423 -2.097
N 4.022 -2.324 0.136
N 4.654 -0.139 1.691
N -2.719 4.097 0.257
N -2.458 -2.697 0.527
N -2.803 2.841 -2.068
C 4.461 -1.890 -1.169
C 1.566 0.971 -4.558
C 4.511 1.102 2.402
C -2.256 -2.494 2.042
C -2.015 3.800 -2.856
C 6.012 -0.662 1.576
C 3.877 -2.453 3.713
C -3.682 -3.429 0.164
C -1.048 2.278 3.583
C -4.063 0.620 1.071
C 1.082 -3.778 -1.139
C -0.706 -5.008 -0.011
C 2.650 4.745 0.314
C -1.502 4.801 0.610
C -2.178 -3.768 -2.711
C 1.555 -2.376 3.035
C -3.626 2.028 -2.943
C -2.672 -1.316 -2.610
C 4.637 -3.567 0.615
C -5.474 2.232 -0.285
C -3.915 5.050 0.181
H -4.412 5.101 -0.788
H 1.305 -3.350 2.613
H 4.949 -2.355 3.545
H -0.649 4.296 0.156
H -3.415 -4.474 0.003
H 5.179 1.863 1.999
H 0.820 -1.615 2.771
H -2.738 4.449 -3.350
H -4.012 1.133 -2.456
H -2.288 -0.339 -2.318
H -3.013 -4.239 -2.193
H 5.003 -0.953 -1.043
H 4.798 0.910 3.436
H 5.172 -2.566 -1.645
H -1.392 5.792 0.170
H 3.495 1.489 2.323
H -5.946 1.637 -1.067
H -2.751 -1.545 2.248
H 6.126 -1.556 2.188
H -2.701 -3.337 2.571
H 4.587 -4.438 -0.039
H -0.994 -5.469 -0.955
H 5.670 -3.477 0.951
H 3.532 -1.769 -1.726
H 1.406 -2.771 -1.401
H -3.609 6.056 0.468
H -6.068 2.231 0.629
H -3.679 -1.417 -2.205
H -1.406 4.401 -2.180
H -3.225 1.867 -3.943
H -4.690 4.612 0.810
H -5.509 3.212 -0.763
H 1.873 -4.137 -0.482
H -2.808 -1.359 -3.691
H 1.486 -2.553 4.108
H 4.011 -3.787 1.480
H -1.457 3.235 -3.603
H -2.385 -3.665 -3.777
H -4.184 -2.935 -0.668
H -1.204 -2.586 2.313
H -4.517 2.653 -3.002
H 0.986 -4.407 -2.024
H -3.999 -0.264 0.435
H -1.251 -4.339 -2.657
H -3.193 0.687 1.725
H -1.515 -5.049 0.719
H 0.070 -5.604 0.471
H 6.278 -0.828 0.532
H -4.960 0.611 1.690
H 6.764 0.092 1.812
H 3.809 -1.806 4.587
H 3.680 -3.472 4.047
H -1.203 4.711 1.655
H -4.366 -3.307 1.003
```

Results
spin multiplicity = 1
total charge = +1
total energy = -146744.8985 eV
relative energy (zero: lowest compared OMol25 entry of this formula, charge and spin) = 111.2 kcal/mol
gap between HOMO and LUMO = 9.46 eV

---

Entry 2:
This record from OMol25 describes 7 unconnected molecules or ions with the total composition C21H54N8O7. The level of theory is ωB97M-V/def2-TZVPD.

The geometry in XYZ format:
```
90
Properties=species:S:1:pos:R:3
O -3.401 0.064 0.977
O -2.072 5.575 1.270
O -4.531 -1.020 -1.950
O -0.455 1.452 -2.778
O 1.125 0.044 1.463
O -2.143 -3.917 -0.267
O -1.168 0.017 -0.554
N 0.732 0.799 -3.283
N -0.330 -5.188 -0.367
N -0.439 -3.164 -1.458
N -2.382 4.199 -0.514
N -2.504 3.356 1.690
N -4.359 -0.572 2.888
N -3.176 -2.092 1.783
N 1.496 -0.229 2.779
C 1.372 0.331 5.091
C 3.087 0.490 -4.844
C -3.668 -0.858 1.810
C 1.345 2.083 3.327
C 3.122 0.886 -3.385
C 0.268 1.592 -5.604
C -1.008 -4.132 -0.691
C -0.657 -0.480 -4.801
C -0.111 -2.213 2.731
C -2.303 4.436 0.865
C 1.322 -1.717 3.039
C 0.534 0.434 -4.666
C -0.703 0.670 3.707
C 1.796 -0.328 -5.081
C 1.914 1.625 -2.841
C 2.041 3.157 -3.363
C 1.132 -1.124 5.504
C 2.066 1.769 -1.318
C 1.826 -2.006 4.457
C 0.827 0.648 3.737
C 2.148 -2.470 1.994
H 2.828 3.695 -2.778
H -0.530 0.051 0.166
H 0.775 2.474 2.492
H -0.937 -5.806 0.141
H -0.667 0.863 -2.041
H 1.026 3.561 -3.189
H 2.065 0.779 -0.869
H 0.567 -2.955 -1.412
H -3.276 -2.772 2.491
H -2.017 -0.283 -0.192
H -0.685 -0.797 -5.852
H -5.147 -1.378 -1.283
H -2.023 3.294 -0.811
H 2.433 2.036 3.119
H 3.129 -2.035 2.068
H -1.120 1.620 4.035
H 4.091 1.303 -3.037
H 1.212 2.349 -0.912
H -2.749 3.636 2.627
H 1.508 -1.393 6.524
H 3.054 2.279 -1.184
H 1.877 -2.631 0.961
H -0.232 -3.262 2.488
H 0.448 -5.601 -0.840
H -2.744 -2.415 0.917
H -1.108 -0.158 4.335
H 1.722 -0.666 -6.108
H -0.632 -1.396 -4.168
H -1.085 0.585 2.690
H -1.018 -2.318 -1.477
H 3.926 -0.224 -5.041
H 3.203 1.285 -5.582
H -3.855 -0.549 -1.427
H -0.569 -1.606 1.980
H 1.059 2.661 4.204
H -3.092 2.595 1.295
H 2.266 3.063 -4.415
H 3.113 -0.069 -2.777
H 2.016 0.148 1.080
H 2.425 0.541 5.041
H 2.905 -1.919 4.560
H -0.711 -2.120 3.659
H 0.186 1.040 -6.505
H 2.369 -3.492 2.298
H 1.091 2.314 -5.616
H -4.814 0.307 2.742
H -0.672 2.033 -5.246
H -1.615 -0.046 -4.512
H 1.802 -1.179 -4.353
H 0.898 1.009 5.787
H 0.055 -1.319 5.455
H 1.569 -3.059 4.676
H -4.884 -1.226 3.463
H -2.179 5.038 -1.012
```

Results
spin multiplicity = 1
total energy = -48906.6645 eV
relative energy (zero: lowest compared OMol25 entry of this formula, charge and spin) = 5.2 kcal/mol
gap between HOMO and LUMO = 8.41 eV

---

Entry 3:
This record from OMol25 describes 10 unconnected molecules or ions with the total composition C21H55BCl2F4N2O14. The level of theory is ωB97M-V/def2-TZVPD.

The geometry in XYZ format:
```
99
Properties=species:S:1:pos:R:3
Cl 18.330 18.285 24.127
Cl 18.501 21.135 24.183
F 15.040 17.827 23.597
F 13.228 16.482 23.970
F 15.362 15.654 24.012
F 14.617 17.012 25.724
O 15.154 13.419 22.852
O 17.692 20.624 19.578
O 11.589 16.504 26.594
O 15.770 14.856 27.462
O 16.357 18.366 20.531
O 12.169 17.315 18.542
O 10.375 14.195 25.317
O 14.547 16.337 21.108
O 11.600 20.484 27.635
O 10.631 16.006 23.352
O 8.014 15.417 22.309
O 12.199 12.191 24.730
O 17.330 17.644 27.414
O 10.124 18.946 26.014
N 17.080 15.706 18.374
N 17.778 15.734 20.453
C 16.936 20.622 20.814
C 17.746 19.729 24.963
C 11.694 15.192 27.149
C 16.178 15.583 17.252
C 13.392 12.955 24.480
C 13.242 16.556 19.071
C 8.406 16.752 22.609
C 12.331 19.874 26.579
C 17.045 15.206 26.973
C 17.738 16.311 27.774
C 15.754 19.674 20.685
C 17.781 15.483 21.895
C 18.668 16.438 19.713
C 13.327 16.792 20.565
C 11.312 19.546 25.486
C 18.178 16.550 18.443
C 10.519 14.423 26.744
C 13.944 12.707 23.099
C 15.526 14.204 17.147
C 9.899 16.924 22.543
C 16.818 15.287 19.625
B 14.558 16.778 24.354
H 10.661 20.359 27.463
H 12.431 16.403 21.056
H 17.156 16.192 22.429
H 10.201 15.097 24.992
H 15.028 13.939 18.077
H 11.514 16.418 23.456
H 12.867 19.051 27.052
H 18.088 19.679 25.989
H 10.183 17.953 22.794
H 11.793 18.940 24.708
H 15.898 14.773 19.848
H 8.001 16.993 23.598
H 8.339 14.854 23.018
H 15.504 16.439 17.220
H 14.207 16.795 18.601
H 16.351 13.537 16.905
H 15.057 14.286 23.315
H 10.409 18.051 26.289
H 15.245 19.627 21.653
H 17.615 20.288 21.597
H 13.944 11.657 22.812
H 13.234 13.194 22.410
H 13.250 17.881 20.689
H 9.591 14.908 27.062
H 12.159 17.152 17.594
H 15.192 15.584 27.201
H 13.236 14.007 24.712
H 13.152 15.493 18.816
H 14.523 16.641 22.028
H 16.843 15.623 16.386
H 17.560 16.269 28.854
H 16.400 17.833 27.558
H 12.193 16.683 25.875
H 11.461 12.823 24.850
H 11.810 15.290 28.230
H 17.731 14.416 27.299
H 14.807 14.246 16.332
H 12.622 14.772 26.753
H 7.949 17.495 21.955
H 16.669 21.674 20.908
H 19.515 16.893 20.198
H 10.257 16.802 21.513
H 14.039 12.525 25.252
H 13.094 20.514 26.120
H 18.850 15.495 22.113
H 16.687 19.906 24.811
H 18.827 16.294 27.718
H 17.496 14.456 22.120
H 10.543 13.434 27.209
H 18.521 17.032 17.544
H 10.952 20.416 24.935
H 15.997 17.761 21.186
H 15.011 19.963 19.944
H 17.902 19.686 19.477
H 17.080 15.406 25.906
```

Results
spin multiplicity = 1
total energy = -90908.1801 eV
gap between HOMO and LUMO = 8.84 eV